# 1
6 unconnected molecules or ions with the total composition C18H52N8O6. Source: OMol25; level of theory: the ωB97M-V functional and the def2-TZVPD basis.

Output
- Maximum force: 7.8 eV/Å
- Calculated total energy: -1606.3585 hartree
- SMILES: COC[C@H](C)N.COC[C@H](C)N.COC[C@H](C)N.COC[C@H](C)N.NC(N)=O.NC(N)=O
- Energy above the lowest of the compared OMol25 structures with the same formula, charge and spin: 361.5 kJ/mol
- Spin multiplicity: 1

Element x y z (Å)
O1 -2.43377 10.83374 2.10256
O2 -8.24487 7.63360 2.41957
O3 -0.04970 10.38162 -0.97180
O4 -4.15230 9.43450 -2.32116
O5 -2.42090 5.60381 -0.09903
O6 -5.36050 9.85997 4.28281
N1 -4.43022 11.16109 5.80560
N2 -6.16417 10.09104 6.25021
N3 -3.14847 4.63997 2.76603
N4 2.86190 12.67942 -1.67714
N5 -4.42997 10.27042 1.32860
N6 -2.89828 11.02026 0.00662
N7 -11.04046 7.13044 2.27132
N8 -6.51035 9.81529 -0.85178
C1 -2.12059 6.21883 1.17319
C2 -2.79643 9.08969 -2.66735
C3 0.94087 12.92829 -0.13653
C4 1.09343 10.84100 -1.71618
C5 1.84654 11.90196 -0.87080
C6 -8.66578 6.26207 2.22493
C7 -10.17087 6.04111 2.76748
C8 -1.74385 4.45485 -0.51900
C9 -5.26698 10.31854 5.39494
C10 -6.97394 7.88804 1.89455
C11 -6.32072 8.63291 -1.67745
C12 0.28984 9.58275 0.19723
C13 -4.86631 8.23862 -1.89197
C14 -3.26038 5.97550 2.22200
C15 -3.18567 6.88536 3.49442
C16 -7.01293 8.99671 -2.93363
C17 -10.78077 4.54651 2.39688
C18 -3.19112 10.65718 1.18492
H1 -6.20901 7.29207 2.39235
H2 -11.80022 4.65588 2.76682
H3 0.66880 8.62345 -0.15525
H4 2.50430 11.28643 -0.25714
H5 -5.11780 9.95442 0.65992
H6 1.53753 13.62956 0.44684
H7 -2.10816 4.00930 -1.44467
H8 -4.50031 11.63456 6.69500
H9 -7.49272 10.04822 -0.88014
H10 -2.20778 7.25845 0.85746
H11 -0.66353 9.47297 0.71408
H12 -1.93875 3.62676 0.16245
H13 -6.83412 7.70102 0.82986
H14 1.75689 9.99438 -1.89271
H15 -2.49996 6.56969 4.28071
H16 -10.08543 3.82952 2.83339
H17 -10.89373 4.41544 1.32070
H18 -8.72762 5.91463 1.19364
H19 -6.16180 10.49448 7.17613
H20 -1.97508 11.39907 -0.14927
H21 -2.34749 8.30705 -2.05577
H22 -6.85912 9.40243 5.99925
H23 -6.52219 9.89788 -3.30131
H24 -4.53999 9.90534 2.26388
H25 -2.20037 9.99668 -2.56657
H26 0.55544 11.28294 -2.55483
H27 -11.92829 6.75843 2.57705
H28 -2.83266 8.61496 -3.64788
H29 -8.07967 9.16352 -2.78415
H30 -1.08974 6.04835 1.48367
H31 -3.39357 3.80218 2.25797
H32 -6.61987 8.90853 2.04057
H33 -4.78686 7.43631 -2.62551
H34 -0.67097 4.64238 -0.56233
H35 0.41329 13.45900 -0.92906
H36 -6.97201 8.26289 -3.73857
H37 -3.34727 10.46441 -0.70721
H38 -11.19204 7.13502 1.27277
H39 -2.29382 4.53541 3.29398
H40 0.11304 12.43375 0.37164
H41 -6.76749 7.67739 -1.40271
H42 -4.58281 7.91996 -0.88888
H43 -4.11213 6.20828 1.58291
H44 -2.77616 7.86714 3.25676
H45 -8.01673 5.59928 2.79723
H46 3.54322 13.28283 -1.23918
H47 -10.12530 6.17832 3.84785
H48 -6.09539 10.52804 -1.43479
H49 1.08735 9.98344 0.82294
H50 -3.64662 11.29845 5.18334
H51 3.50164 12.12493 -2.22795
H52 -4.11830 7.05143 4.03360

# 2
11 unconnected molecules or ions with the total composition C18H53BN20O11P. Source: OMol25; level of theory: the ωB97M-V functional and the def2-TZVPD basis.

Output
- Maximum force: 4.8 eV/Å
- Calculated total energy: -3006.7719 hartree
- Total charge: -1
- Spin multiplicity: 1

Element x y z (Å)
P1 -3.83073 -4.20532 0.99264
O1 -6.33086 1.08436 10.74160
O2 -7.56694 0.03945 6.71568
O3 5.57456 0.82006 -6.38889
O4 5.83277 6.23247 -4.50088
O5 -2.65434 -5.09694 1.61802
O6 4.93953 2.81136 -10.37629
O7 -5.43210 -8.34820 1.10153
O8 2.76753 7.73202 -2.21177
O9 3.01262 -1.26872 0.32365
O10 -6.59220 -2.28792 2.32066
O11 6.71852 -0.80972 2.68442
N1 -8.08115 -2.11871 4.00302
N2 4.98170 2.63770 -7.58079
N3 -5.98301 -1.30847 4.25606
N4 6.06812 -0.62497 4.83362
N5 6.14979 3.41892 -12.17694
N6 5.53616 2.84214 -5.39596
N7 6.04752 6.91055 -2.36312
N8 -4.42155 -9.89493 -0.18780
N9 1.72348 5.82831 -2.81324
N10 -8.21734 0.22420 8.86488
N11 4.42134 -3.01485 0.11696
N12 -9.75102 0.30223 7.20221
N13 -6.11611 1.76243 12.87936
N14 1.93754 6.36489 -0.62487
N15 3.15201 -2.36396 -1.64026
N16 4.53445 -0.54695 3.17096
N17 7.42481 5.31857 -3.19460
N18 -4.73882 0.17045 12.04788
N19 -3.32479 -7.99963 0.38462
N20 4.60725 1.77140 -12.34708
C1 5.37678 2.02323 -6.45120
C2 -4.45511 -8.72362 0.47290
C3 -0.23317 -0.77296 -1.78052
C4 -1.60042 -2.75185 -0.40919
C5 2.18030 6.70713 -1.90295
C6 5.21468 2.67589 -11.55805
C7 0.26278 0.82179 -1.86869
C8 -5.76467 1.01045 11.82076
C9 1.29718 1.39783 -3.01631
C10 5.83037 -0.66948 3.51035
C11 -6.86784 -1.92796 3.45427
C12 0.35701 -1.77782 -2.93216
C13 1.89158 0.34561 -4.17334
C14 6.39895 6.15856 -3.42172
C15 -8.45509 0.17970 7.54160
C16 1.40200 -1.23340 -4.07987
C17 3.49772 -2.15907 -0.35647
C18 -1.28489 -1.15378 -0.58416
B1 -3.23205 -3.08963 -0.47114
H1 4.84985 2.05740 -8.39886
H2 4.70961 -2.89527 1.07922
H3 7.03071 -0.71360 5.13179
H4 -4.26016 0.09531 12.92955
H5 -8.32707 -1.82941 4.93474
H6 6.63103 4.11189 -11.61878
H7 -3.89957 -2.11314 -0.60109
H8 -3.40374 -3.72404 -1.47102
H9 4.31200 -0.57530 2.18450
H10 1.82519 -1.99034 -4.88080
H11 -4.42003 -3.33635 1.97845
H12 6.39015 3.32206 -13.14902
H13 1.45575 5.52528 -0.35095
H14 1.88551 6.04802 -3.78733
H15 3.89665 1.19142 -11.92043
H16 5.35010 -0.51023 5.52887
H17 4.83237 -3.75409 -0.42771
H18 5.27950 7.55632 -2.49153
H19 -1.25060 -3.06685 0.68417
H20 -4.44269 -0.41381 11.27698
H21 -10.49653 0.41847 7.86778
H22 0.03827 -2.90305 -2.96165
H23 -5.05756 -1.14548 3.88145
H24 5.37807 3.83516 -5.42781
H25 -3.62645 -10.22124 -0.71087
H26 2.45956 -1.74149 -2.03576
H27 -3.30821 -7.11096 0.86767
H28 4.82010 1.64501 -13.32227
H29 -2.51018 -8.29198 -0.12825
H30 3.78894 -0.43071 3.83652
H31 1.60730 2.53352 -3.01791
H32 -7.25475 0.13558 9.16305
H33 -6.88413 2.40821 12.75095
H34 2.26498 6.99924 0.09188
H35 7.72094 4.73431 -3.96551
H36 -8.77684 -2.58176 3.43295
H37 -2.31711 -0.60247 -0.80901
H38 4.81376 3.62717 -7.65174
H39 -0.15058 1.59684 -1.06186
H40 -8.93537 0.33895 9.56012
H41 -1.03102 -3.45979 -1.14588
H42 -5.25236 -10.47067 -0.14706
H43 -0.90948 -0.69177 0.45074
H44 3.54031 -3.09168 -2.21639
H45 7.90347 5.24342 -2.31294
H46 1.23773 4.97908 -2.57844
H47 -5.66198 1.71582 13.77595
H48 -6.19137 -1.00479 5.19225
H49 6.50165 6.86393 -1.46653
H50 -4.83627 -5.17261 0.53259
H51 5.83274 2.41976 -4.52592
H52 2.61638 0.72400 -5.01404
H53 -9.97346 0.27388 6.21576